The following is a DFT calculation (ωB97M-V/def2-TZVPD) of a 14-piece molecular cluster, C67H75F9O11S2 overall.

The value obtained for the LUMO energy (alpha / beta) is 2.0 / 1.9 eV. Its spin multiplicity is 2. Its total charge is -1. The value obtained for the HOMO energy (alpha / beta) is 0.0 / -5.1 eV. Its gap between HOMO and LUMO (alpha / beta) is 2.0 / 7.1 eV. The energy comes out at -139339.3986 eV.

Last columns: bonded neighbours and bond lengths (Å).
Atoms and positions in Å:
1 F -6.1654 -1.3971 3.3740  C2 1.330
2 C -5.4290 -2.3084 2.7440  F1 1.330, C3 1.357, C7 1.391
3 C -6.0355 -3.4154 2.2463  C2 1.357, C4 1.417, H8 1.080
4 C -5.3143 -4.2472 1.3537  C3 1.417, C5 1.424, H9 1.080
5 C -3.9400 -3.9905 1.0818  C4 1.424, C6 1.357, H10 1.080
6 C -3.3754 -2.8990 1.6584  C5 1.357, C7 1.393, H11 1.080
7 C -4.0666 -2.0956 2.5629  C2 1.391, C6 1.393, H12 1.080
8 H -7.0947 -3.5820 2.3757  C3 1.080
9 H -5.7654 -5.1432 0.9534  C4 1.080
10 H -3.3958 -4.6906 0.4653  C5 1.080
11 H -2.3071 -2.7730 1.5619  C6 1.080
12 H -3.5382 -1.2851 3.0427  C7 1.080
13 F -0.9027 -1.1445 3.4044  C14 1.323
14 C -0.3043 -0.9559 4.5693  F13 1.323, C15 1.368, C19 1.421
15 C 0.9893 -0.5147 4.6315  C14 1.368, C16 1.379, H20 1.080
16 C 1.5997 -0.3400 5.8557  C15 1.379, C17 1.337, H21 1.080
17 C 0.9194 -0.4279 7.0031  C16 1.337, C18 1.384, H22 1.080
18 C -0.3774 -0.9111 6.9879  C17 1.384, C19 1.364, H23 1.080
19 C -0.9822 -1.1861 5.7968  C14 1.421, C18 1.364, H24 1.080
20 H 1.5527 -0.3872 3.7190  C15 1.080
21 H 2.5853 0.1010 5.8774  C16 1.080
22 H 1.3905 -0.0054 7.8783  C17 1.080
23 H -0.9720 -0.9833 7.8866  C18 1.080
24 H -2.0127 -1.4806 5.9300  C19 1.080
25 F -3.2915 -0.2341 -1.4196  C26 1.317
26 C -4.4597 -0.7246 -1.7805  F25 1.317, C27 1.432, C31 1.395
27 C -5.6090 -0.5001 -0.9568  C26 1.432, C28 1.357, H32 1.080
28 C -6.7779 -1.1455 -1.1985  C27 1.357, C29 1.392, H33 1.080
29 C -6.8642 -1.9554 -2.3279  C28 1.392, C30 1.438, H34 1.080
30 C -5.7265 -2.2341 -3.1614  C29 1.438, C31 1.334, H35 1.080
31 C -4.6148 -1.5466 -2.8966  C26 1.395, C30 1.334, H36 1.080
32 H -5.4107 0.1764 -0.1386  C27 1.080
33 H -7.7133 -1.0238 -0.6727  C28 1.080
34 H -7.8309 -2.3963 -2.5217  C29 1.080
35 H -5.9084 -2.8294 -4.0440  C30 1.080
36 H -3.7071 -1.7092 -3.4588  C31 1.080
37 F 5.2310 -0.3287 -2.6553  C38 1.359
38 C 4.2963 -1.1459 -3.2087  F37 1.359, C39 1.398, C43 1.395
39 C 3.4554 -1.9825 -2.4693  C38 1.398, C40 1.392, H44 1.080
40 C 2.5771 -2.8704 -3.0842  C39 1.392, C41 1.423, H45 1.080
41 C 2.4309 -2.9210 -4.4985  C40 1.423, C42 1.415, H46 1.080
42 C 3.2713 -2.0378 -5.2171  C41 1.415, C43 1.405, H47 1.080
43 C 4.2598 -1.2538 -4.5987  C38 1.395, C42 1.405, H48 1.080
44 H 3.3692 -1.7375 -1.4209  C39 1.080
45 H 1.9959 -3.4897 -2.4170  C40 1.080
46 H 1.7463 -3.5618 -5.0343  C41 1.080
47 H 3.0541 -2.0752 -6.2743  C42 1.080
48 H 4.9984 -0.6617 -5.1186  C43 1.080
49 F 8.5647 -0.7879 4.0838  C50 1.332
50 C 7.4041 -0.1849 3.8301  F49 1.332, C51 1.391, C55 1.410
51 C 6.7476 0.5110 4.8397  C50 1.391, C52 1.320, H56 1.080
52 C 5.5304 0.9595 4.5938  C51 1.320, C53 1.380, H57 1.080
53 C 4.8935 0.8069 3.3797  C52 1.380, C54 1.377, H58 1.080
54 C 5.5166 0.0969 2.3777  C53 1.377, C55 1.384, H59 1.080
55 C 6.8051 -0.3723 2.5670  C50 1.410, C54 1.384, H60 1.080
56 H 7.1424 0.7133 5.8244  C51 1.080
57 H 4.9804 1.3997 5.4124  C52 1.080
58 H 3.8759 1.1412 3.2412  C53 1.080
59 H 4.8859 0.1150 1.5011  C54 1.080
60 H 7.2614 -0.9241 1.7585  C55 1.080
61 F 2.4589 0.5165 1.1654  C62 1.398
62 C 1.5998 0.1190 0.1362  F61 1.398, C63 1.340, C67 1.378
63 C 0.6964 -0.8472 0.3514  C62 1.340, C64 1.383, H68 1.080
64 C -0.1489 -1.1805 -0.6915  C63 1.383, C65 1.366, H69 1.080
65 C 0.1009 -0.7008 -1.9453  C64 1.366, C66 1.378, H70 1.080
66 C 1.0738 0.2450 -2.1878  C65 1.378, C67 1.374, H71 1.080
67 C 1.8314 0.6484 -1.1148  C62 1.378, C66 1.374, H72 1.080
68 H 0.5427 -1.0173 1.4068  C63 1.080
69 H -0.9978 -1.8312 -0.5420  C64 1.080
70 H -0.5535 -1.0594 -2.7261  C65 1.080
71 H 1.4589 0.4948 -3.1654  C66 1.080
72 H 2.6203 1.3460 -1.3544  C67 1.080
73 F 0.0618 6.1112 6.3439  C74 1.323
74 C 0.6438 5.3817 5.4057  F73 1.323, C75 1.388, C79 1.400
75 C 1.4692 5.9130 4.4244  C74 1.388, C76 1.413, H80 1.080
76 C 1.9767 5.0401 3.4366  C75 1.413, C77 1.420, H81 1.080
77 C 1.6389 3.6608 3.4548  C76 1.420, C78 1.377, H82 1.080
78 C 0.9127 3.1191 4.4920  C77 1.377, C79 1.408, H83 1.080
79 C 0.3871 4.0058 5.4515  C74 1.400, C78 1.408, H84 1.080
80 H 1.6982 6.9664 4.3585  C75 1.080
81 H 2.5456 5.4463 2.6134  C76 1.080
82 H 1.9098 2.9834 2.6585  C77 1.080
83 H 0.6514 2.0725 4.5437  C78 1.080
84 H -0.1311 3.5728 6.2944  C79 1.080
85 F -3.1253 1.3086 3.6895  C86 1.358
86 C -2.6555 2.1855 2.7648  F85 1.358, C87 1.374, C91 1.401
87 C -3.1456 3.4672 2.7030  C86 1.374, C88 1.404, H92 1.080
88 C -2.6676 4.3887 1.7581  C87 1.404, C89 1.410, H93 1.080
89 C -1.6959 4.0622 0.7906  C88 1.410, C90 1.364, H94 1.080
90 C -1.1686 2.8054 0.8476  C89 1.364, C91 1.405, H95 1.080
91 C -1.6370 1.9260 1.8379  C86 1.401, C90 1.405, H96 1.080
92 H -3.9633 3.8578 3.2905  C87 1.080
93 H -3.0778 5.3878 1.7523  C88 1.080
94 H -1.4739 4.8302 0.0644  C89 1.080
95 H -0.4589 2.3833 0.1514  C90 1.080
96 H -1.0671 1.0134 1.9322  C91 1.080
97 F 3.9102 -5.3225 5.1233  C98 1.356
98 C 2.6630 -5.0550 4.6633  F97 1.356, C99 1.370, C103 1.397
99 C 1.5514 -5.6065 5.2436  C98 1.370, C100 1.394, H104 1.080
100 C 0.2825 -5.3674 4.7176  C99 1.394, C101 1.416, H105 1.080
101 C 0.1953 -4.3933 3.6933  C100 1.416, C102 1.416, H106 1.080
102 C 1.3505 -3.8523 3.0788  C101 1.416, C103 1.381, H107 1.080
103 C 2.5940 -4.1473 3.6034  C98 1.397, C102 1.381, H108 1.080
104 H 1.6456 -6.2644 6.0950  C99 1.080
105 H -0.5437 -5.8614 5.2073  C100 1.080
106 H -0.7779 -4.0333 3.3938  C101 1.080
107 H 1.1346 -3.1077 2.3269  C102 1.080
108 H 3.4427 -3.6311 3.1795  C103 1.080
109 C -2.8745 1.4466 -4.1884  S110 1.859, H113 1.090, H114 1.090, H115 1.090
110 S -3.1562 3.1375 -3.4687  C109 1.859, O111 1.529, C112 1.835
111 O -4.4647 3.7105 -4.0154  S110 1.529
112 C -3.6147 2.7920 -1.7262  S110 1.835, H116 1.090, H117 1.090, H118 1.090
113 H -2.1355 0.8640 -3.6384  C109 1.090
114 H -2.3901 1.5938 -5.1537  C109 1.090
115 H -3.7601 0.8200 -4.0828  C109 1.090
116 H -4.6364 2.4177 -1.6632  C112 1.090
117 H -3.3925 3.7211 -1.2012  C112 1.090
118 H -2.9336 2.0968 -1.2353  C112 1.090
119 C 0.4494 -4.9559 -0.1771  S120 1.858, H123 1.090, H124 1.090, H125 1.090
120 S -0.0908 -5.7426 -1.7709  C119 1.858, O121 1.529, C122 1.875
121 O -0.1798 -4.5690 -2.7464  S120 1.529
122 C 1.5147 -6.6418 -2.1331  S120 1.875, H126 1.090, H127 1.090, H128 1.090
123 H 0.7656 -5.7655 0.4806  C119 1.090
124 H -0.3028 -4.2666 0.2066  C119 1.090
125 H 1.2725 -4.2829 -0.4174  C119 1.090
126 H 2.3753 -5.9966 -1.9569  C122 1.090
127 H 1.6833 -6.9095 -3.1762  C122 1.090
128 H 1.6127 -7.5486 -1.5364  C122 1.090
129 C 4.9750 3.1149 -1.5366  O130 1.375, H135 1.090, H136 1.090, H137 1.090
130 O 5.0467 4.4144 -1.0944  C129 1.375, C131 1.385
131 C 3.9901 5.0783 -0.4927  O130 1.385, O132 1.222, O133 1.367
132 O 2.8512 4.6670 -0.3308  C131 1.222
133 O 4.4155 6.3273 -0.1372  C131 1.367, C134 1.452
134 C 3.4900 7.3099 0.3970  O133 1.452, H138 1.090, H139 1.090, H140 1.090
135 H 4.7256 2.4364 -0.7208  C129 1.090
136 H 5.9400 2.8632 -1.9765  C129 1.090
137 H 4.2622 2.9822 -2.3505  C129 1.090
138 H 3.9664 8.1239 0.9434  C134 1.090
139 H 2.7484 6.8602 1.0572  C134 1.090
140 H 2.8356 7.6189 -0.4180  C134 1.090
141 C -2.5633 -3.5879 -5.0872  O142 1.381, H147 1.090, H148 1.090, H149 1.090
142 O -3.4084 -2.6318 -5.6159  C141 1.381, C143 1.375
143 C -2.8413 -1.6443 -6.3870  O142 1.375, O144 1.223, O145 1.311
144 O -1.6707 -1.4428 -6.6776  C143 1.223
145 O -3.8630 -0.9434 -6.8157  C143 1.311, C146 1.391
146 C -3.6712 0.1286 -7.6804  O145 1.391, H150 1.090, H151 1.090, H152 1.090
147 H -3.1308 -4.3376 -4.5359  C141 1.090
148 H -1.9960 -3.0734 -4.3116  C141 1.090
149 H -1.8152 -4.0037 -5.7622  C141 1.090
150 H -2.9573 0.8895 -7.3649  C146 1.090
151 H -4.6686 0.5675 -7.7070  C146 1.090
152 H -3.3201 -0.2083 -8.6558  C146 1.090
153 C -0.3396 3.1501 -6.7548  O154 1.409, H159 1.090, H160 1.090, H161 1.090
154 O -0.2840 3.9943 -5.6278  C153 1.409, C155 1.329
155 C 0.1175 3.5239 -4.4513  O154 1.329, O156 1.254, O157 1.407
156 O 0.4693 2.3323 -4.2830  C155 1.254
157 O 0.1217 4.5623 -3.5021  C155 1.407, C158 1.445
158 C 0.5874 4.2727 -2.1654  O157 1.445, H162 1.090, H163 1.090, H164 1.090
159 H 0.3320 3.5855 -7.4948  C153 1.090
160 H -1.3276 3.1291 -7.2147  C153 1.090
161 H -0.0978 2.0969 -6.6125  C153 1.090
162 H -0.0509 3.5136 -1.7133  C158 1.090
163 H 0.5568 5.2275 -1.6405  C158 1.090
164 H 1.6368 3.9792 -2.1914  C158 1.090